Density functional theory data (ωB97M-V/def2-TZVPD) for a 2-piece molecular cluster, C10H14NOP overall.

```
27
Properties=species:S:1:pos:R:3:forces:R:3
P -0.3552 -2.7046 -0.7363 0.0 -0.4 0.0
O -3.4465 0.1893 0.8659 -0.1 0.0 0.1
N -1.6887 -0.3080 -0.4751 0.3 -0.1 -0.2
C 0.3128 -0.8359 2.0893 -0.7 -0.3 -0.2
C 1.1398 -0.2538 1.1419 0.5 0.2 -0.5
C 1.6628 1.5762 -0.3676 0.2 0.1 -0.3
C 2.7529 0.8643 -0.8776 -0.1 0.2 -0.1
C 0.8741 1.0380 0.6133 -0.1 -0.3 0.2
C -1.4316 -1.5380 0.0564 0.3 0.0 0.6
C -2.7573 1.8317 -0.7617 -0.2 0.0 0.2
C -2.6958 0.5189 -0.0213 0.1 0.3 -0.2
C 3.0370 -0.3952 -0.3878 -0.1 -0.2 0.1
C 2.2329 -0.9714 0.5845 0.3 0.6 0.4
H 2.5176 -1.9123 1.0330 -0.1 -0.2 -0.1
H -0.4937 -0.2846 2.5381 -0.2 0.1 0.1
H 1.4546 2.5675 -0.7444 0.0 0.1 0.0
H -1.0531 0.0445 -1.1832 -0.2 -0.1 0.2
H -3.5508 2.4412 -0.3390 0.0 0.0 0.0
H -2.9633 1.6540 -1.8158 0.0 0.0 -0.1
H -1.8108 2.3606 -0.6781 0.1 0.1 0.0
H 0.8986 -2.0861 -0.4679 0.0 -0.1 0.0
H 0.5362 -1.8079 2.4887 0.1 -0.2 0.1
H -2.1118 -1.8569 0.8291 -0.1 0.1 0.0
H 3.8852 -0.9446 -0.7686 0.1 0.0 0.0
H 0.0440 1.5951 1.0209 -0.1 0.1 0.1
H 3.3799 1.3055 -1.6378 0.0 0.0 -0.1
H -0.3698 -2.0875 -1.9988 -0.1 0.0 -0.4
```
Forces are in eV/Å.

Largest force on an atom: 0.8 eV/A
ΔE to the lowest compared entry with this formula, charge and spin: 388.9 kJ/mol
Calculated total energy: -860.704137 Eh
Highest occupied orbital energy (alpha / beta): -7.31 / -7.16 eV
Total charge: 0

Results of the natural (NBO) charge analysis, in e, for atoms 1 through 5:
1 P 0.305
2 O -0.581
3 N -0.629
4 C -0.348
5 C -0.108

---

Density functional theory data (ωB97M-V/def2-TZVPD) for C7H7N3 as an isolated structure.

```
17
Properties=species:S:1:pos:R:3:forces:R:3
N 2.8132 -0.4557 0.0117 -1.5 -0.1 -0.1
N -3.0991 -0.6429 -0.0080 -7.5 -1.7 2.3
N 2.2296 0.7703 0.0072 -2.9 -0.4 -0.4
C 0.4319 -0.6582 -0.0200 9.3 0.5 -0.4
C -1.5158 1.2308 -0.0438 -1.4 1.1 0.4
C -0.7791 -1.0996 -0.0358 -7.2 -3.6 0.2
C 1.7948 -1.3137 -0.0786 -1.1 4.3 0.7
C 0.8571 0.6738 -0.0020 -1.5 -1.0 0.3
C -0.1805 1.5843 0.0825 0.5 4.7 -1.6
C -1.8699 -0.2368 -0.0726 5.0 5.9 -0.3
H 2.4942 1.6995 0.1993 2.2 0.4 0.2
H 0.1185 2.7679 -0.0377 -0.9 -2.9 0.7
H -2.3278 2.3059 -0.0215 2.2 -4.1 -0.1
H 1.9897 -2.2720 0.1083 0.8 -3.9 0.1
H -4.0398 0.1297 -0.4077 4.1 -3.2 2.5
H -3.1071 -1.2215 1.0382 -1.5 2.3 -4.0
H -1.1648 -2.1948 0.0661 1.4 1.7 -0.4
```
Forces are in eV/Å.

Largest force on an atom: 9.3 eV/A
ΔE to the lowest compared entry with this formula, charge and spin: 460.8 kJ/mol
Calculated total energy: -435.028763 Eh
Highest occupied orbital energy: -7.59 eV
Total charge: 0

Results of the natural (NBO) charge analysis, in e, for atoms 1 through 5:
1 N -0.201
2 N -0.834
3 N -0.375
4 C -0.112
5 C -0.236

---

Density functional theory data (ωB97M-V/def2-TZVPD) for C4H9N3O in the gas phase.

```
17
Properties=species:S:1:pos:R:3:forces:R:3
O 0.3208 -2.4423 0.7278 -0.1 -0.1 -0.2
N 0.1349 0.1347 -0.4378 0.2 -0.1 0.1
N 1.0809 -1.3296 1.1238 0.3 -0.4 0.2
N 0.6483 0.7792 1.8061 -0.1 0.1 0.5
C 0.5706 -0.0609 0.8587 -0.1 0.3 0.1
C -0.7209 1.1671 -0.7934 -0.3 0.2 0.0
C 0.6251 -0.7088 -1.5087 0.0 -0.3 -0.3
C -1.6003 1.7839 -0.0128 0.0 0.1 0.0
H 0.8894 -0.0885 -2.3675 0.0 0.0 0.0
H 1.5079 -1.2469 -1.1731 -0.1 0.0 -0.1
H -0.6429 1.4362 -1.8402 0.0 0.0 0.0
H -0.5415 -2.4295 1.1757 0.2 0.3 0.1
H 0.4347 1.7361 1.5507 0.0 -0.1 -0.3
H -0.1307 -1.4354 -1.8184 0.1 0.0 0.0
H 1.3778 -1.4012 2.0932 -0.2 0.0 -0.2
H -1.7461 1.5282 1.0216 0.0 -0.1 0.2
H -2.2080 2.5776 -0.4058 -0.1 0.1 -0.2
```
Forces are in eV/Å.

Largest force on an atom: 0.6 eV/A
ΔE to the lowest compared entry with this formula, charge and spin: 307.2 kJ/mol
Calculated total energy: -397.233623 Eh
Highest occupied orbital energy: -8.41 eV
SMILES string: [H]/N=C(/NO)N(C)C=C
Total charge: 0

Results of the natural (NBO) charge analysis, in e, for atoms 1 through 5:
1 O -0.562
2 N -0.464
3 N -0.344
4 N -0.740
5 C 0.551